Record 1
Here is a cluster of 11 separate species, C4H29N2O12 in total in a non-equilibrium geometry from the Open Molecules 2025 dataset. Energies are from ωB97M-V/def2-TZVPD.

Properties
net charge	+1
total energy	-1182.01534	a.u.
energy above the lowest of the compared OMol25 structures with the same formula, charge and spin	0.0	kcal/mol

CARTESIAN COORDINATES (ANGSTROEM)
O1 1.20948 -0.82633 -2.03876
C1 0.01139 -0.78616 -2.01347
C2 -0.83928 -0.93574 -0.73730
C3 -0.88517 0.50152 -0.16068
C4 -2.02546 0.71781 0.84788
N1 -1.75020 0.15932 2.05992
O2 -3.11809 1.17336 0.55408
N2 -0.03980 -1.88190 0.09422
H1 -0.53154 -0.49166 -2.92322
H2 -1.74467 -1.42597 -1.07326
H3 0.03181 0.74791 0.38568
H4 -0.94094 1.14819 -1.03875
H5 -2.52564 0.11218 2.69625
H6 -0.81707 0.35204 2.43010
H7 -0.38281 -1.89806 1.05741
H8 0.99139 -1.67576 0.20809
H9 -0.10851 -2.81914 -0.31404
H10 0.34284 -2.78988 3.20818
H11 1.15602 -1.44079 3.57821
O3 0.95809 -2.11094 2.92596
H12 -1.52958 1.76856 -3.02762
H13 -1.08876 2.77544 -4.14070
O4 -0.84540 2.01283 -3.61467
H14 1.61582 1.25445 2.85787
H15 0.81484 1.30670 4.29096
O5 0.79723 1.08173 3.36129
H16 3.07185 -1.79653 0.94168
H17 2.51411 -0.31590 0.79521
O6 2.30181 -1.25448 0.93874
H18 -3.43716 2.99166 -1.53746
H19 -3.15544 1.56384 -1.26900
O7 -3.01697 2.23722 -1.96954
H20 -1.21617 3.46376 -0.82007
H21 -0.25135 4.08786 0.22230
O8 -0.59812 3.25606 -0.10682
H22 2.10108 -2.69462 -1.61609
H23 2.06835 -4.18130 -2.13635
O9 1.59404 -3.51220 -1.64820
H24 3.80298 1.49434 1.55651
H25 2.42198 1.83510 1.17492
O10 2.90371 1.22255 1.77525
H26 -1.89378 -4.46986 -0.51306
H27 -2.05554 -3.60763 -1.81064
O11 -1.79230 -3.58835 -0.88478
H28 1.18849 2.61436 -0.89799
H29 2.64779 2.16134 -1.17657
O12 2.04461 2.46309 -0.49165

Record 2
Here is a structure of composition C4H2BiO2 in a non-equilibrium geometry from the Open Molecules 2025 dataset. Energies are from ωB97M-V/def2-TZVPD.

Properties
expectation value of S²	1.040
multiplicity	2
net charge	+2
total energy	-517.66554	a.u.
energy above the lowest of the compared OMol25 structures with the same formula, charge and spin	94.2	kcal/mol

CARTESIAN COORDINATES (ANGSTROEM)
O1 -2.07363 0.62672 -0.12084
C1 -0.92548 0.97008 -0.01021
H1 -0.64082 2.04462 -0.04520
C2 0.35836 -0.79748 1.70591
C3 0.35491 -0.01244 0.69620
C4 0.61917 -0.14204 -0.73645
O2 0.67548 -1.26037 -1.28309
Bi1 1.73807 -0.40433 -2.86693
H2 -0.10607 -1.02477 2.66062

Record 3
Here is a structure of composition C4H2CaO in a non-equilibrium geometry from the Open Molecules 2025 dataset. Energies are from ωB97M-V/def2-TZVPD.

Properties
expectation value of S²	0.750
multiplicity	2
net charge	+1
total energy	-905.99771	a.u.
energy above the lowest of the compared OMol25 structures with the same formula, charge and spin	39.1	kcal/mol

CARTESIAN COORDINATES (ANGSTROEM)
C1 1.99114 0.37521 -0.66770
C2 1.19129 1.44366 -0.77540
C3 0.43232 0.36100 -0.35845
C4 -0.79108 -0.25653 -0.01769
O1 -1.42294 0.02213 1.00854
Ca1 -3.16040 -0.73369 2.14886
H1 2.91008 -0.19784 -0.59835
H2 -1.15040 -1.01394 -0.73981

Record 4
Here is a cluster of 2 separate species, C4H2ClO2 in total in a non-equilibrium geometry from the Open Molecules 2025 dataset. Energies are from ωB97M-V/def2-TZVPD.

Properties
net charge	-1
total energy	-764.21623	a.u.
energy above the lowest of the compared OMol25 structures with the same formula, charge and spin	73.6	kcal/mol

CARTESIAN COORDINATES (ANGSTROEM)
C1 -1.13173 -1.21937 2.72376
C2 1.15885 -0.48804 0.84634
C3 -0.49869 -1.49680 3.79901
C4 0.47989 0.17103 -0.03490
O1 1.78135 -1.17615 1.54264
O2 0.38827 -1.97730 4.47632
Cl1 -2.36295 -0.15873 2.32100
H1 0.65227 0.41356 -1.03399
H2 -0.17770 0.85861 0.31329